Here is a cluster of 8 separate species, C27H22BBrCl28FIO5 in total from OMol25. Energies are from ωB97M-V with the def2-TZVPD basis set.

As for the SMILES: CCB(O)c1c(O)c(CCCI)c2c(c1CCCBr)C(=O)C(F)=C(CC=O)C2=O.ClC(Cl)(Cl)Cl.ClC(Cl)(Cl)Cl.ClC(Cl)(Cl)Cl.ClC(Cl)(Cl)Cl.ClC(Cl)(Cl)Cl.ClC(Cl)(Cl)Cl.ClC(Cl)(Cl)Cl. For the lowest unoccupied orbital energy, the calculation gives -1.058 eV. As for the charge: 0. The HOMO energy is -9.2 eV. As for the spin multiplicity: 1.

Each line ends with the Mulliken charge.
CARTESIAN COORDINATES (ANGSTROEM)
1 C 5.480 -2.812 1.465  -0.880
2 C 5.677 -1.420 2.110  -0.430
3 B 5.248 -0.255 1.125  0.593
4 O 6.163 0.633 0.633  -0.633
5 C 3.740 -0.131 0.657  0.037
6 C 3.448 -0.603 -0.612  0.367
7 O 4.520 -1.105 -1.321  -0.537
8 C 2.167 -0.610 -1.167  0.186
9 C 1.946 -1.192 -2.543  -0.807
10 C 2.846 -0.647 -3.676  -0.703
11 C 3.066 0.857 -3.610  -1.015
12 I 4.837 1.410 -4.695  -0.016
13 C 1.149 -0.108 -0.360  0.876
14 C 1.419 0.384 0.927  0.835
15 C 2.711 0.389 1.448  0.080
16 C 3.021 0.935 2.816  -1.193
17 C 3.554 2.383 2.737  -0.762
18 C 3.135 3.237 3.944  -0.728
19 Br 2.307 4.910 3.391  -0.184
20 C 0.260 0.882 1.717  -0.311
21 O 0.290 1.802 2.500  -0.525
22 C -1.019 0.152 1.439  0.595
23 F -1.849 0.022 2.478  -0.335
24 C -1.314 -0.308 0.229  0.003
25 C -2.567 -1.034 -0.175  -0.439
26 C -3.827 -0.518 0.474  -0.115
27 O -4.544 0.281 -0.067  -0.378
28 C -0.276 -0.077 -0.822  -0.449
29 O -0.605 0.135 -1.967  -0.686
30 H 5.281 -3.572 2.218  0.339
31 H 6.366 -3.102 0.900  0.304
32 H 4.638 -2.818 0.772  0.038
33 H 5.101 -1.381 3.036  0.224
34 H 6.726 -1.288 2.389  0.381
35 H 7.018 0.208 0.507  0.313
36 H 4.264 -1.947 -1.715  0.216
37 H 0.917 -1.092 -2.859  0.611
38 H 2.144 -2.267 -2.463  -0.182
39 H 2.339 -0.873 -4.616  0.502
40 H 3.800 -1.165 -3.728  0.484
41 H 3.206 1.233 -2.602  0.319
42 H 2.277 1.418 -4.101  0.547
43 H 3.763 0.284 3.282  0.260
44 H 2.142 0.895 3.453  0.696
45 H 4.639 2.374 2.631  0.346
46 H 3.148 2.838 1.835  0.600
47 H 2.411 2.718 4.559  0.359
48 H 4.003 3.543 4.517  0.427
49 H -2.666 -0.907 -1.251  0.095
50 H -2.416 -2.101 0.016  0.347
51 H -4.096 -0.931 1.462  0.410
52 C 2.438 -5.807 -3.568  0.243
53 Cl 0.839 -5.092 -3.785  -0.021
54 Cl 3.429 -4.741 -2.554  -0.079
55 Cl 2.292 -7.380 -2.797  -0.062
56 Cl 3.213 -5.991 -5.144  -0.098
57 C 2.933 3.769 8.310  0.360
58 Cl 1.766 4.177 7.052  -0.067
59 Cl 3.449 5.242 9.134  -0.098
60 Cl 2.187 2.670 9.475  -0.101
61 Cl 4.342 2.979 7.589  -0.107
62 C -7.976 1.728 0.103  0.383
63 Cl -9.523 2.549 0.313  -0.089
64 Cl -6.775 2.923 -0.396  -0.066
65 Cl -7.482 0.995 1.630  -0.114
66 Cl -8.121 0.477 -1.135  -0.099
67 C -6.350 7.410 -1.881  0.293
68 Cl -4.854 7.974 -1.132  -0.099
69 Cl -6.157 7.382 -3.636  -0.103
70 Cl -6.722 5.781 -1.303  -0.024
71 Cl -7.674 8.496 -1.449  -0.099
72 C -10.381 5.907 2.657  0.292
73 Cl -10.909 4.314 3.206  -0.099
74 Cl -11.738 6.743 1.894  -0.103
75 Cl -9.819 6.845 4.045  -0.101
76 Cl -9.068 5.737 1.491  0.006
77 C -4.393 -2.268 -4.081  0.232
78 Cl -4.694 -1.363 -2.598  -0.020
79 Cl -5.651 -3.486 -4.310  -0.110
80 Cl -4.386 -1.162 -5.454  -0.096
81 Cl -2.812 -3.062 -3.964  -0.035
82 C 0.522 -10.682 -5.011  0.333
83 Cl -1.100 -10.027 -4.769  -0.094
84 Cl 1.628 -9.369 -5.418  -0.038
85 Cl 1.068 -11.461 -3.521  -0.102
86 Cl 0.492 -11.866 -6.318  -0.100

Atoms 1-6, force components in eV/Å:
C -0.06 0.11 0.08
C 0.18 -0.16 -0.47
B 0.11 -0.18 0.31
O -0.39 -0.32 -0.55
C 0.04 0.46 0.21
C 0.16 -0.19 0.11

---

Here is the molecule C7H12 in a non-equilibrium geometry from OMol25. Energies are from ωB97M-V with the def2-TZVPD basis set.

As for the SMILES: C=C(C)C(=C)CC. For the lowest unoccupied orbital energy, the calculation gives 1.027 eV. The energy relative to the best compared isomer or geometry (same formula, charge and spin) comes out at 2.154 eV. As for the charge: 0. The HOMO energy is -8.2 eV. As for the spin multiplicity: 1.

Each line ends with the natural charge from an NBO analysis.
CARTESIAN COORDINATES (ANGSTROEM)
1 C 0.610 -0.808 2.544  -0.601
2 C -0.268 -0.098 1.515  -0.446
3 C 0.142 -0.303 0.079  0.036
4 C 1.052 -1.181 -0.386  -0.456
5 C -1.772 0.468 -1.112  -0.419
6 C -0.459 0.619 -0.960  0.004
7 C 0.485 1.270 -1.928  -0.660
8 H 0.143 -0.642 3.513  0.210
9 H 0.642 -1.869 2.330  0.209
10 H 1.582 -0.320 2.504  0.212
11 H -0.411 0.976 1.658  0.224
12 H -1.329 -0.384 1.609  0.211
13 H 1.154 -2.188 -0.004  0.202
14 H 1.774 -0.833 -1.115  0.204
15 H -2.297 0.715 -2.026  0.200
16 H -2.267 -0.230 -0.459  0.193
17 H 0.148 2.254 -2.264  0.229
18 H 0.516 0.703 -2.860  0.229
19 H 1.468 1.408 -1.486  0.218

Atoms 1-6, force components in eV/Å:
C -0.83 1.04 -0.35
C -1.82 -1.01 -0.62
C 0.64 0.89 -0.36
C 0.00 0.32 0.58
C 0.19 -0.29 -0.48
C 0.62 -0.59 0.41

---

Here is a structure of composition C35H26BeClIN3O5P from OMol25. Energies are from ωB97M-V with the def2-TZVPD basis set.

For the lowest unoccupied orbital energy, the calculation gives 0.011 eV. The energy relative to the best compared isomer or geometry (same formula, charge and spin) comes out at 0.000 eV. As for the charge: 0. The HOMO energy is -7.6 eV. As for the spin multiplicity: 1.

Each line ends with the Mulliken charge.
CARTESIAN COORDINATES (ANGSTROEM)
1 Be 0.224 -0.414 0.048  0.075
2 O 3.862 0.266 -0.258  -0.760
3 C 2.852 0.009 0.364  0.489
4 O 1.777 -0.458 -0.185  -0.249
5 C 2.898 0.194 1.893  0.089
6 C 4.165 0.489 2.401  -1.048
7 C 4.387 0.640 3.757  -0.695
8 C 3.336 0.494 4.653  -0.704
9 C 2.074 0.209 4.170  -0.772
10 C 1.837 0.066 2.800  0.554
11 P 0.134 -0.262 2.265  2.650
12 C -0.370 -1.635 3.365  0.841
13 C -1.248 -1.493 4.437  -0.818
14 C -1.583 -2.595 5.218  -0.275
15 C -1.033 -3.838 4.946  -0.662
16 C -0.143 -3.984 3.887  -0.579
17 C 0.180 -2.892 3.098  -0.781
18 C -0.889 1.131 2.821  0.099
19 C -2.224 1.075 2.402  0.158
20 C -3.083 2.133 2.644  -1.177
21 C -2.610 3.271 3.287  -0.678
22 C -1.286 3.338 3.692  -0.844
23 C -0.425 2.272 3.462  -0.810
24 H 4.972 0.587 1.689  0.531
25 H 5.384 0.863 4.117  0.412
26 H 3.499 0.602 5.718  0.442
27 H 1.248 0.097 4.864  0.436
28 H -1.669 -0.521 4.664  0.447
29 H -2.269 -2.474 6.047  0.443
30 H -1.289 -4.692 5.560  0.398
31 H 0.295 -4.951 3.675  0.444
32 H 0.870 -3.009 2.271  0.374
33 H -2.579 0.218 1.836  -0.044
34 H -4.108 2.083 2.299  0.475
35 H -3.272 4.111 3.456  0.416
36 H -0.912 4.231 4.178  0.417
37 H 0.613 2.344 3.760  0.479
38 Cl -3.126 5.770 -0.235  -0.295
39 C -2.479 4.156 -0.345  1.014
40 C -3.289 3.134 -0.735  -0.592
41 C -2.791 1.822 -0.824  -0.015
42 I -4.083 0.267 -1.320  0.077
43 C -1.481 1.508 -0.516  -0.188
44 O -1.055 0.269 -0.556  -0.505
45 C -0.632 2.596 -0.102  0.393
46 N 0.641 2.275 0.217  -0.084
47 C 1.465 3.230 0.567  -0.164
48 C 1.083 4.581 0.655  -0.989
49 C -0.208 4.922 0.372  -1.032
50 C -1.120 3.921 -0.026  0.400
51 H -4.325 3.332 -0.977  0.449
52 H 2.484 2.939 0.801  0.402
53 H 1.809 5.328 0.950  0.429
54 H -0.542 5.949 0.439  0.432
55 O -3.706 -2.054 2.247  -0.501
56 C -3.570 -3.461 2.140  -0.462
57 N -4.076 -3.922 0.886  -0.075
58 C -3.368 -4.228 -0.239  -0.030
59 O -3.877 -4.809 -1.176  -0.647
60 C -1.919 -3.840 -0.297  0.227
61 C -0.989 -4.771 -0.745  -0.613
62 C 0.329 -4.386 -0.890  -0.927
63 C 0.673 -3.071 -0.622  -0.308
64 N -0.224 -2.167 -0.224  0.512
65 C -1.497 -2.543 -0.056  0.522
66 H -3.136 -1.773 2.974  0.250
67 H -4.147 -3.951 2.929  0.405
68 H -2.523 -3.757 2.242  0.306
69 H -5.062 -4.117 0.808  0.258
70 H -1.316 -5.775 -0.983  0.505
71 H 1.085 -5.080 -1.229  0.483
72 H 1.682 -2.700 -0.739  0.500
73 H -2.192 -1.769 0.246  0.092

Atoms 1-6, force components in eV/Å:
Be -0.01 -0.46 -0.22
O -0.02 -0.02 -0.01
C -0.04 0.19 0.03
O -0.20 -0.03 0.08
C 0.02 -0.02 -0.06
C 0.00 -0.02 -0.02

---

Here is a cluster of 2 separate species, C13H23N3OS2 in total in a non-equilibrium geometry from OMol25. Energies are from ωB97M-V with the def2-TZVPD basis set.

For the lowest unoccupied orbital energy, the calculation gives -3.219 eV. The energy relative to the best compared isomer or geometry (same formula, charge and spin) comes out at 11.863 eV. As for the charge: 0. The HOMO energy is -4.8 eV. As for the spin multiplicity: 1.

Each line ends with the natural charge from an NBO analysis.
CARTESIAN COORDINATES (ANGSTROEM)
1 C 1.830 -1.804 1.393  -0.610
2 C 2.212 -1.472 -0.134  -0.264
3 N 1.239 -0.501 -0.729  -0.501
4 C 1.788 0.883 -0.806  -0.218
5 C 2.439 1.375 0.605  -0.658
6 C 0.681 -0.961 -1.992  -0.038
7 S 0.886 -0.169 -3.481  -0.081
8 S -0.375 -2.496 -2.049  0.226
9 C -1.765 -2.298 -0.815  -0.552
10 C -3.100 -1.681 -1.447  -0.409
11 C -2.954 -0.160 -1.939  -0.493
12 C -3.300 0.905 -0.813  0.069
13 C -2.562 2.258 -0.648  -0.168
14 C -2.911 3.246 0.485  0.024
15 N -3.927 2.922 1.395  -0.157
16 N -4.568 1.782 1.211  -0.264
17 C -4.436 0.725 0.262  0.024
18 H 1.882 -0.882 2.063  0.237
19 H 2.533 -2.598 1.847  0.249
20 H 0.750 -2.223 1.413  0.158
21 H 3.297 -1.114 -0.128  0.278
22 H 2.201 -2.457 -0.731  0.202
23 H 0.898 1.584 -1.001  0.172
24 H 2.607 1.029 -1.589  0.215
25 H 3.364 0.769 0.893  0.301
26 H 2.799 2.458 0.439  0.205
27 H 1.641 1.393 1.419  0.192
28 H -1.410 -1.763 0.143  0.245
29 H -2.030 -3.372 -0.478  0.244
30 H -3.936 -1.841 -0.669  0.194
31 H -3.361 -2.319 -2.372  0.239
32 H -1.832 -0.012 -2.187  0.281
33 H -3.525 -0.023 -2.918  0.267
34 H -1.728 2.548 -1.377  0.272
35 H -2.334 4.232 0.593  0.267
36 H -5.327 1.612 1.903  0.431
37 H -5.109 -0.207 0.258  0.272
38 C 5.464 0.102 2.383  -0.202
39 O 4.575 -0.769 1.904  -0.917
40 H 5.807 0.906 1.696  0.078
41 H 5.160 0.700 3.269  0.089
42 H 6.436 -0.307 2.729  0.103

Atoms 1-6, force components in eV/Å:
C -0.32 -0.39 -0.12
C 0.47 -1.98 1.72
N 0.15 -0.64 -3.03
C 0.41 1.58 1.44
C -0.17 0.40 -0.93
C 0.32 1.46 0.47